Entry 1:
{
  "formula": "B3CsF12",
  "method": "ωB97M-V with the def2-TZVPD basis set",
  "e_above_lowest_kcal_mol": 56.73,
  "e_lumo_ev": 2.55,
  "homo_lumo_gap_ev": 8.6686,
  "charge": -2,
  "energy_ev": -35208.8385,
  "symbols": ["Cs", "B", "F", "F", "F", "F", "B", "F", "F", "F", "F", "B", "F", "F", "F", "F"],
  "xyz": [[-0.242, -0.182, 2.108], [4.925, 1.938, 1.659], [6.187, 2.349, 1.859], [4.129, 2.989, 1.445], [4.742, 0.950, 0.756], [4.527, 1.431, 2.943], [-2.235, 3.465, -2.071], [-2.764, 3.251, -0.788], [-1.175, 2.599, -2.261], [-3.268, 3.126, -2.945], [-2.037, 4.793, -2.163], [-2.527, -5.353, -0.071], [-2.004, -5.491, -1.319], [-3.309, -6.419, 0.229], [-1.432, -5.155, 0.723], [-3.517, -4.291, -0.102]],
  "atomic_forces_ev_per_a": [[0.1, 0.1, -0.4], [-0.7, -0.8, 2.6], [2.8, 0.5, -0.5], [-1.8, 2.3, -1.2], [0.1, -1.3, -1.6], [-0.6, -0.9, 0.9], [-1.8, -1.3, 0.5], [-0.1, -0.5, 1.6], [1.0, 0.1, -0.2], [-0.6, -0.4, -1.1], [1.4, 2.0, -0.6], [-1.5, 1.2, -1.1], [0.5, -0.2, -2.2], [-0.4, -2.2, 1.1], [0.5, 0.5, 1.9], [0.9, 0.7, 0.5]],
  "mulliken_charge": [1.010, 0.578, -0.380, -0.358, -0.374, -0.469, 0.624, -0.442, -0.402, -0.416, -0.368, 0.618, -0.385, -0.381, -0.399, -0.456]
}



Entry 2:
{
  "formula": "B4F16Sn",
  "method": "ωB97M-V with the def2-TZVPD basis set",
  "e_above_lowest_kcal_mol": 186.52,
  "e_lumo_ev": -3.04,
  "homo_lumo_gap_ev": 3.5152,
  "charge": -2,
  "energy_ev": -52037.6270,
  "symbols": ["Sn", "B", "F", "F", "F", "F", "B", "F", "F", "F", "F", "B", "F", "F", "F", "F", "B", "F", "F", "F", "F"],
  "xyz": [[-1.545, 0.305, -0.851], [0.778, -2.046, 3.104], [-0.467, -2.353, 3.481], [1.062, -2.706, 1.939], [0.783, -0.700, 2.807], [1.638, -2.275, 4.114], [-0.624, -4.053, -3.568], [0.558, -4.744, -3.621], [-0.394, -2.784, -3.991], [-1.630, -4.694, -4.284], [-0.930, -3.857, -2.241], [-2.884, 3.739, 2.593], [-4.017, 3.936, 1.865], [-2.830, 2.383, 2.896], [-1.747, 4.064, 1.943], [-2.931, 4.454, 3.792], [3.048, 2.260, -2.006], [2.998, 1.287, -0.984], [4.255, 2.175, -2.658], [1.980, 2.083, -2.882], [2.900, 3.526, -1.449]],
  "atomic_forces_ev_per_a": [[1.5, -0.3, 0.8], [0.2, 0.6, -0.7], [-3.2, -1.1, 1.0], [0.7, -1.2, -1.4], [0.1, 2.5, -0.7], [1.7, -0.7, 1.4], [0.6, -0.6, 0.3], [0.9, -1.1, -0.4], [0.0, 2.6, -1.8], [-0.4, -0.1, -0.1], [-1.4, -0.3, 2.3], [0.0, -0.3, 2.0], [-1.5, 0.6, -1.4], [0.1, -1.7, 0.0], [1.6, 0.6, -1.7], [-0.3, 0.5, 0.5], [0.3, 0.2, 1.0], [-0.4, -0.2, 0.0], [0.7, -0.1, -0.6], [-1.1, -0.6, -0.7], [-0.1, 0.7, 0.4]],
  "mulliken_charge": [1.905, 0.536, -0.372, -0.381, -0.376, -0.365, 0.598, -0.383, -0.393, -0.400, -0.408, 0.530, -0.373, -0.388, -0.346, -0.403, 0.593, -0.396, -0.374, -0.414, -0.389]
}



Entry 3:
{
  "formula": "B5H20Sn",
  "method": "ωB97M-V with the def2-TZVPD basis set",
  "e_above_lowest_kcal_mol": 0.00,
  "e_lumo_ev": 7.79,
  "homo_lumo_gap_ev": 6.8838,
  "charge": -3,
  "energy_ev": -9525.5207,
  "symbols": ["Sn", "B", "H", "H", "H", "H", "B", "H", "H", "H", "H", "B", "H", "H", "H", "H", "B", "H", "H", "H", "H", "B", "H", "H", "H", "H"],
  "xyz": [[-20.953, -23.262, -4.029], [-18.861, -24.417, -6.159], [-18.604, -25.355, -5.536], [-18.384, -23.497, -5.632], [-18.391, -24.390, -7.223], [-20.001, -24.162, -6.243], [-21.681, -20.185, -4.042], [-21.703, -19.027, -4.159], [-22.750, -20.643, -4.033], [-21.064, -20.620, -4.939], [-21.058, -20.459, -3.118], [-18.359, -21.795, -2.874], [-19.081, -21.280, -3.624], [-17.363, -21.192, -2.821], [-18.801, -21.751, -1.806], [-18.138, -22.892, -3.199], [-20.619, -26.195, -2.940], [-19.864, -26.811, -3.567], [-21.354, -25.738, -3.729], [-21.164, -26.939, -2.232], [-20.095, -25.372, -2.312], [-21.932, -22.406, -1.268], [-22.836, -22.177, -1.963], [-20.939, -21.918, -1.589], [-22.250, -22.008, -0.222], [-21.767, -23.561, -1.257]],
  "atomic_forces_ev_per_a": [[1.5, 1.1, 1.7], [0.4, 0.5, 0.3], [0.1, -1.4, 0.6], [0.6, 1.2, 0.8], [0.4, -0.2, -1.7], [-1.9, 0.0, -0.2], [0.1, -0.2, -0.2], [-0.1, 1.7, -0.3], [-1.6, -0.6, 0.0], [0.7, -0.7, -1.6], [0.4, -0.2, 1.3], [-0.2, -0.3, 0.3], [-1.0, 0.6, -1.1], [1.6, 0.8, -0.4], [-0.6, -0.1, 1.4], [0.3, -1.6, -0.3], [0.3, -0.3, -0.1], [1.2, -0.7, -0.8], [-1.3, 0.8, -1.1], [-1.1, -0.8, 1.0], [0.7, 1.2, 0.7], [-0.2, -0.7, -0.3], [-1.1, 0.4, -1.2], [1.1, 0.7, -0.6], [-0.3, 0.4, 1.7], [0.1, -1.7, 0.3]],
  "mulliken_charge": [-0.175, 0.606, -0.288, -0.232, -0.224, -0.412, 0.636, -0.257, -0.365, -0.384, -0.183, 0.498, -0.303, -0.224, -0.284, -0.246, 0.509, -0.258, -0.373, -0.238, -0.189, 0.582, -0.290, -0.345, -0.249, -0.311]
}



Entry 4:
{
  "formula": "B7F28Li5",
  "method": "ωB97M-V with the def2-TZVPD basis set",
  "e_lumo_ev": 2.89,
  "homo_lumo_gap_ev": 9.8848,
  "charge": -2,
  "energy_ev": -81909.7870,
  "symbols": ["Li", "Li", "Li", "Li", "Li", "B", "F", "F", "F", "F", "B", "F", "F", "F", "F", "B", "F", "F", "F", "F", "B", "F", "F", "F", "F", "B", "F", "F", "F", "F", "B", "F", "F", "F", "F", "B", "F", "F", "F", "F"],
  "xyz": [[-17.776, 14.361, 15.585], [-18.914, 16.005, 10.652], [-21.356, 13.213, 13.125], [-17.733, 17.787, 13.876], [-21.868, 16.947, 14.718], [-18.191, 15.207, 18.577], [-18.608, 15.470, 17.225], [-19.224, 15.546, 19.443], [-17.888, 13.833, 18.692], [-17.029, 15.958, 18.810], [-18.576, 12.216, 14.634], [-18.192, 10.911, 14.503], [-18.728, 12.548, 16.018], [-17.606, 13.123, 14.134], [-19.847, 12.461, 14.066], [-19.488, 16.178, 13.654], [-18.633, 16.013, 14.760], [-18.655, 16.326, 12.536], [-20.391, 15.139, 13.526], [-20.248, 17.358, 13.850], [-15.622, 16.511, 12.038], [-16.400, 17.292, 11.129], [-14.346, 17.071, 12.135], [-16.266, 16.568, 13.315], [-15.623, 15.193, 11.616], [-23.484, 15.145, 13.289], [-22.987, 16.482, 13.172], [-22.802, 14.323, 12.395], [-23.164, 14.750, 14.625], [-24.858, 15.067, 13.115], [-19.714, 13.447, 10.751], [-20.544, 12.451, 11.376], [-20.467, 14.618, 10.513], [-18.605, 13.813, 11.499], [-19.289, 12.895, 9.525], [-21.147, 18.326, 10.084], [-22.128, 18.968, 10.866], [-21.826, 17.565, 9.111], [-20.249, 19.224, 9.486], [-20.368, 17.473, 10.919]],
  "atomic_forces_ev_per_a": [[-0.5, -0.1, 0.6], [-0.6, 0.0, 0.3], [0.5, 0.1, -0.5], [0.6, -0.9, -0.6], [-0.4, -0.6, -0.9], [0.3, -0.7, 0.3], [0.2, -0.2, -0.4], [0.0, 0.2, 0.0], [-0.1, 0.4, -0.1], [-0.1, 0.2, 0.0], [-0.2, -0.4, 0.9], [0.0, 0.0, -0.3], [0.4, 0.4, -0.2], [-0.1, 0.2, 0.1], [-0.3, 0.0, -0.4], [-0.5, -1.5, -1.1], [0.1, 0.5, 0.0], [-0.4, 0.5, 0.5], [0.2, 0.1, 0.3], [0.2, 0.7, 0.6], [0.3, -0.1, -1.1], [-0.2, 0.0, 0.3], [-0.3, -0.2, 0.2], [-0.2, 0.8, 1.0], [0.2, 0.2, 0.1], [-0.7, 0.1, 0.3], [0.0, 0.1, 0.4], [0.2, -0.4, 0.1], [0.4, 0.1, 0.1], [0.5, 0.2, -0.1], [0.0, -1.1, -1.3], [0.1, 0.8, 0.6], [0.2, 0.2, 0.1], [0.0, 0.1, 0.3], [-0.1, 0.3, 0.3], [-0.9, 0.0, -0.5], [0.5, 0.2, 0.1], [0.5, 0.1, 0.1], [-0.2, 0.1, 0.1], [0.5, -0.5, 0.1]],
  "mulliken_charge": [0.894, 0.855, 0.944, 0.922, 0.863, 0.360, -0.133, -0.367, -0.407, -0.411, 0.322, -0.315, -0.419, -0.462, -0.167, -0.179, 0.041, 0.082, 0.073, -0.383, 0.598, -0.428, -0.358, -0.424, -0.361, 0.643, -0.483, -0.419, -0.463, -0.333, 0.444, -0.447, -0.359, -0.253, -0.384, 0.107, -0.390, -0.413, -0.399, 0.008]
}



Entry 5:
{
  "formula": "BClEuH6NOP",
  "method": "ωB97M-V with the def2-TZVPD basis set",
  "s2": 15.761,
  "e_lumo_ev": [-9.90, -9.70],
  "homo_lumo_gap_ev": [7.5215, 7.7719],
  "spin_multiplicity": 8,
  "charge": 2,
  "energy_ev": -45432.6301,
  "symbols": ["N", "B", "O", "P", "Cl", "H", "H", "H", "H", "H", "H", "Eu"],
  "xyz": [[-0.173, 1.005, -1.677], [-0.434, 0.060, -0.665], [-1.671, -0.538, -0.563], [0.983, -0.481, 0.762], [2.279, -1.163, 2.221], [0.393, 0.835, -2.505], [-1.050, 1.364, -2.061], [-2.032, -0.723, 0.311], [1.515, -1.375, -0.194], [1.450, 0.861, 0.966], [-0.115, -0.926, 1.658], [-1.145, 1.081, 1.747]],
  "atomic_forces_ev_per_a": [[-1.0, -0.3, -0.4], [0.4, -0.4, -0.2], [-0.5, 1.4, 0.5], [0.3, -0.6, -0.3], [0.1, -0.1, 0.2], [0.8, 0.3, 0.5], [0.0, -0.2, -0.1], [-0.2, -1.4, -0.4], [0.2, 0.2, -0.2], [0.0, 0.0, -0.1], [0.1, -0.1, 0.0], [-0.3, 1.1, 0.4]],
  "mulliken_spin": [0.000, -0.001, -0.004, -0.010, -0.005, 0.000, -0.001, 0.000, -0.004, -0.002, -0.003, 7.031]
}



Entry 6:
{
  "formula": "BCsF4",
  "method": "ωB97M-V with the def2-TZVPD basis set",
  "e_above_lowest_kcal_mol": 1.16,
  "e_lumo_ev": -0.94,
  "homo_lumo_gap_ev": 10.3899,
  "charge": 0,
  "energy_ev": -12101.3970,
  "symbols": ["Cs", "B", "F", "F", "F", "F"],
  "xyz": [[2.159, 0.834, -1.813], [-0.442, -0.183, 0.385], [0.620, -1.107, 0.236], [-0.391, 0.407, 1.644], [-0.290, 0.865, -0.604], [-1.656, -0.816, 0.152]],
  "atomic_forces_ev_per_a": [[-0.3, -0.2, 0.3], [-0.9, -0.1, 0.5], [0.4, 0.3, -0.4], [0.1, 0.0, -0.2], [0.3, 0.0, -0.2], [0.2, 0.1, 0.0]],
  "mulliken_charge": [1.013, 0.609, -0.432, -0.358, -0.473, -0.359]
}